{"formula": "C3H10N3", "method": "wB97M-V/def2-TZVPD", "symbols": ["C", "C", "C", "N", "N", "N", "H", "H", "H", "H", "H", "H", "H", "H", "H", "H"], "positions_angstrom": [[-2.429, 0.158, 0.183], [-1.544, -0.916, 0.915], [-0.936, 0.245, 0.251], [2.639, -0.492, 0.273], [0.220, 0.469, -0.289], [0.358, 1.313, -1.380], [-2.806, -0.044, -0.822], [-3.055, 0.872, 0.731], [-1.691, -0.910, 2.068], [-1.469, -1.912, 0.472], [2.920, -0.581, -0.626], [2.180, -1.339, 0.626], [1.578, 0.068, 0.137], [1.240, 1.625, -1.658], [3.307, -0.126, 0.921], [-0.512, 1.570, -1.803]], "atomic_forces_ev_per_a": [[1.40, 0.31, -0.54], [-0.93, 0.83, 0.71], [-6.66, -1.23, 4.10], [-3.69, 0.24, 3.01], [8.07, 2.40, -4.34], [-3.00, -2.48, 2.81], [-0.22, -0.37, 0.24], [0.33, -0.40, 0.04], [0.55, -0.02, -2.02], [-0.13, 0.08, 0.07], [1.76, -0.74, -3.32], [0.89, -0.19, -0.11], [-0.03, 0.42, 0.25], [1.35, 0.43, -0.48], [0.46, 0.26, 0.25], [-0.15, 0.47, -0.67]], "relative_energy_ev": 1.380, "homo_ev": [-9.7, -14.0], "multiplicity": 3, "total_energy_ev": -7730.7232, "orbital_gap_ha": [0.2347, 0.2954], "charge": 1}